{
  "formula": "C30H43F5OP2Y",
  "method": "wB97M-V/def2-TZVPD",
  "elements": ["H", "H", "C", "H", "H", "H", "C", "C", "C", "C", "F", "C", "P", "C", "C", "H", "H", "C", "H", "H", "C", "H", "H", "C", "C", "C", "H", "C", "H", "H", "H", "C", "F", "F", "H", "C", "H", "H", "H", "C", "H", "C", "H", "H", "O", "H", "H", "H", "H", "C", "H", "F", "C", "H", "P", "H", "H", "H", "H", "H", "C", "H", "H", "C", "H", "Y", "C", "H", "C", "C", "C", "F", "H", "H", "H", "C", "C", "C", "H", "H", "H", "C"],
  "coordinates": [[-0.84544, 0.95124, -2.23862], [1.21443, -1.08874, 5.38611], [1.18757, -1.03701, -3.26928], [-1.42797, -4.08380, 0.54843], [4.65375, 0.36329, -0.13965], [-1.83676, -0.67894, 4.06687], [0.63743, -1.85018, -4.39469], [-0.41458, -2.93402, 2.05156], [-0.47718, -2.02488, 3.13671], [3.13066, -1.77970, 2.23044], [-1.73687, 5.95170, 1.83277], [3.91445, 0.72832, -0.88152], [2.42421, 1.07187, 0.18715], [-1.80449, -1.25920, -0.87722], [3.07892, 2.59162, 0.89825], [0.65557, -4.16834, -0.17241], [3.76698, -0.05798, -1.64981], [-1.36459, 3.62637, 1.87412], [-1.54130, -2.16636, 4.97277], [-1.59864, -4.69316, 2.19749], [-1.65758, 4.82898, 3.91562], [2.18271, -3.28603, -0.14192], [0.25128, 2.58175, 0.14074], [1.44682, -3.80231, 0.48625], [1.23829, -0.57288, 4.41106], [-1.51421, 0.34589, -4.05950], [-2.73224, -1.77985, -1.12772], [1.68154, -2.04470, 2.34723], [3.49960, -1.97250, 1.21769], [1.78606, -1.63295, -2.55042], [-3.47737, 0.39867, -2.53802], [0.91376, -2.93396, 1.55217], [-1.32900, 1.30391, 4.69970], [-1.90331, 5.98339, 4.55098], [2.25521, -0.19299, 4.25501], [-0.88811, -2.08036, -4.42154], [-1.52969, 2.44594, -1.56018], [1.61477, 1.48392, -4.91493], [0.67376, 2.36489, -3.71442], [-0.44549, 0.93227, -4.92162], [-2.73569, -1.29187, -3.56986], [1.30743, 0.35749, -3.17087], [4.25714, 1.66780, -1.35759], [-1.15117, -2.30528, -5.47586], [-0.58838, 1.38072, 1.96546], [2.28136, 3.24185, 1.27661], [3.69710, -2.43247, 2.91399], [3.71194, 3.10137, 0.15527], [-1.14413, -2.98183, -3.83804], [-1.66461, -1.75273, 3.96447], [-0.87999, 1.81838, -5.41284], [-1.73414, 3.62334, 5.96759], [-1.05683, 2.39955, 2.55325], [-4.33504, -0.44749, -1.19637], [-2.31620, 0.46550, -0.34565], [-1.39382, -1.76195, 0.00718], [0.56764, 0.29102, 4.47722], [-2.49413, -3.26409, 1.69785], [1.95496, -4.68194, 0.91007], [-4.37208, 1.35187, -1.27345], [-1.53321, -3.77834, 1.59223], [1.01092, -1.48631, -5.35613], [-0.17064, 0.26082, -5.74871], [-1.31580, 2.45692, 3.96851], [3.37640, -0.74085, 2.48523], [0.45336, -0.41456, -1.27183], [0.38097, 1.98026, -0.76154], [-2.30522, 1.07000, -3.79348], [0.82123, -1.47219, 3.31981], [-0.99069, 1.53017, -1.28184], [-3.77255, 0.45593, -1.48227], [-1.56561, 3.65220, 0.52973], [1.06003, -2.85603, -4.30760], [2.11712, 0.79888, -2.54905], [0.91638, 2.52979, -1.55708], [0.81619, 1.36813, -4.17130], [-1.56199, 3.63203, 4.63136], [-1.56468, 4.80933, 2.52598], [-1.17295, -1.47866, -1.80596], [-2.56471, -2.18778, 3.52535], [3.69477, 2.23175, 1.74163], [-1.72358, -0.97388, -3.86708]],
  "forces_ev_per_angstrom": [[-0.379, 1.210, 0.209], [-0.026, 0.128, -0.259], [0.631, -0.585, -0.991], [-0.049, -0.066, -0.008], [-0.298, 0.218, -0.328], [0.096, -0.117, 0.041], [0.224, -0.844, -0.364], [-0.723, 1.471, 1.447], [-1.215, -1.952, -1.911], [0.627, -0.169, 0.164], [-0.030, -0.346, 0.163], [-0.537, 0.383, -0.702], [-1.305, -0.845, -0.151], [0.332, -1.064, 0.021], [-0.225, 0.288, 0.222], [0.005, -0.117, 0.046], [0.203, 0.359, 0.514], [-0.049, -0.510, 0.672], [-0.042, 0.056, -0.055], [-0.105, 0.038, -0.226], [0.005, -0.069, 0.025], [0.152, -0.048, 0.082], [0.216, -0.360, -0.253], [0.053, -0.300, -0.481], [0.093, 0.484, 0.203], [-1.123, -0.735, -0.783], [0.226, 0.058, 0.163], [-0.889, 1.041, 0.677], [0.063, 0.004, 0.040], [0.504, -0.075, -0.459], [-0.570, 0.048, 0.411], [0.336, 0.630, 0.595], [0.239, 0.523, -0.352], [0.068, 0.075, 0.092], [-0.191, -0.165, 0.089], [0.199, -0.270, 0.007], [0.159, -0.252, 0.019], [-0.080, 0.252, 0.010], [0.067, -0.489, 0.002], [0.200, 0.398, -0.526], [0.607, 0.229, 0.408], [1.333, 1.069, -1.142], [0.112, -0.654, 0.132], [-0.202, 0.133, 0.551], [0.142, -0.998, -0.635], [0.262, -0.157, 0.038], [0.078, 0.241, -0.217], [-0.280, -0.027, 0.418], [0.244, 0.140, -0.282], [-0.376, 0.213, 0.128], [0.201, -0.258, 0.158], [0.069, 0.118, -0.541], [-0.189, 0.675, 0.454], [0.062, 0.480, -0.080], [-0.165, 0.365, 0.797], [0.221, -0.260, -0.032], [0.082, -0.229, 0.049], [0.071, -0.093, -0.073], [-0.070, 0.157, -0.153], [0.053, -0.292, -0.223], [-0.510, -0.565, 0.048], [-0.177, 0.131, 0.133], [-0.165, 0.061, 0.403], [0.115, -0.261, -0.586], [0.010, -0.171, -0.032], [-0.176, -0.074, 4.788], [2.057, 1.416, 0.376], [0.502, -0.577, 0.062], [2.485, -0.412, -0.929], [-0.300, -0.967, -0.618], [0.344, 0.588, -0.399], [0.363, -0.250, -0.455], [0.171, 0.131, -0.051], [-0.298, -0.448, -0.479], [-0.623, 0.114, 0.369], [0.297, -0.031, -0.410], [-0.256, 0.558, 0.038], [-0.393, 0.573, 0.967], [-1.446, -0.347, 0.585], [0.093, -0.051, 0.124], [-0.147, 0.346, -0.218], [-1.065, 1.100, -1.538]],
  "charge": 1,
  "relative_energy_kcal_mol": 246.40,
  "homo_energy_ev": [-8.85, -8.85],
  "energy_ha": -2463.94720
}